No. 1
DFT (wB97M-V/def2-TZVPD) results for a structure of composition C55H116F7N8O13S5 in a non-equilibrium geometry.

Values from the calculation:
* Kohn-Sham gap: 4.761 eV
* net charge: +3
* E: -170624.441 eV
* multiplicity: 1
* HOMO level: -0.490 hartree

Atoms and positions in Å:
C1 -0.28797 -7.17031 -1.80753
C2 -0.37303 -6.32773 -0.59148
C3 0.98443 -6.20908 0.03054
N1 0.91635 -5.59629 1.40186
C4 2.31757 -5.26213 1.92948
C5 2.95889 -4.13337 1.12396
C6 2.06636 -2.92340 1.13610
C7 0.65142 -3.20710 0.59999
C8 0.03289 -4.35420 1.32757
C9 0.30780 -6.60822 2.26148
H1 0.31281 -8.10605 -1.68048
H2 0.22012 -6.55177 -2.60314
H3 -1.31690 -7.41904 -2.16825
H4 -1.01376 -6.65891 0.25227
H5 -0.70744 -5.30966 -0.77865
H6 1.64711 -5.67740 -0.62893
H7 1.43261 -7.21318 0.19447
H8 2.82288 -6.20026 1.97923
H9 2.30251 -4.97614 3.00329
H10 3.17111 -4.45611 0.11944
H11 3.95833 -3.85428 1.50325
H12 2.52598 -2.10155 0.63559
H13 2.02447 -2.56967 2.17047
H14 0.57340 -3.22414 -0.49773
H15 0.04217 -2.33008 0.85831
H16 -0.98504 -4.57509 1.06394
H17 0.03441 -4.10820 2.39715
H18 0.98129 -7.47481 2.19354
H19 -0.74731 -6.78978 2.09878
H20 0.33696 -6.33599 3.31903
C10 -8.98278 -1.13496 -4.52228
C11 -7.74777 -0.57791 -3.88549
C12 -6.91109 -1.73343 -3.33483
N2 -5.61537 -1.37070 -2.77169
C13 -5.77554 -0.36920 -1.68879
C14 -4.50388 -0.07540 -0.93700
C15 -3.78860 -1.34494 -0.39313
C16 -3.65194 -2.40239 -1.44969
C17 -4.92311 -2.63657 -2.23297
C18 -4.73695 -0.69719 -3.85689
H21 -9.56654 -0.34486 -5.06196
H22 -9.67014 -1.52857 -3.75600
H23 -8.73046 -1.97029 -5.22745
H24 -7.94078 0.15894 -3.11416
H25 -7.16447 0.03629 -4.59101
H26 -6.78763 -2.54097 -4.10673
H27 -7.49781 -2.18583 -2.53825
H28 -6.51582 -0.90147 -1.00285
H29 -6.19922 0.52595 -2.19118
H30 -4.59245 0.68568 -0.13558
H31 -3.79796 0.51408 -1.55015
H32 -4.35835 -1.79726 0.43325
H33 -2.76324 -1.05798 -0.05039
H34 -3.31775 -3.39094 -1.14505
H35 -2.88528 -2.12954 -2.13430
H36 -5.70456 -3.17513 -1.69145
H37 -4.72113 -3.22360 -3.16689
H38 -4.59307 -1.35451 -4.73675
H39 -3.77692 -0.47455 -3.39816
H40 -5.24153 0.23021 -4.14397
C19 0.77863 -2.04193 -3.42374
C20 2.32098 -1.90926 -3.49606
C21 2.74245 -0.62387 -2.82717
N3 4.22814 -0.39632 -2.62995
C22 4.85782 -0.25751 -4.01339
C23 4.34327 0.93541 -4.78648
C24 4.58495 2.25772 -4.05272
C25 3.92994 2.18691 -2.65653
C26 4.40510 0.92114 -1.90772
C27 4.82472 -1.41666 -1.76915
H41 0.20788 -1.21867 -3.84278
H42 0.47987 -2.14607 -2.37782
H43 0.44363 -2.92871 -3.96269
H44 2.53185 -1.93337 -4.53920
H45 2.69758 -2.83365 -2.98455
H46 2.25624 -0.54807 -1.86263
H47 2.34087 0.18432 -3.42770
H48 4.73632 -1.22858 -4.48372
H49 5.91038 -0.06451 -3.87908
H50 3.28652 0.88364 -5.05235
H51 4.94444 1.01160 -5.69058
H52 4.14212 3.09003 -4.63172
H53 5.70556 2.45185 -3.96872
H54 2.82972 2.11538 -2.67561
H55 4.11264 3.02049 -2.00876
H56 3.82046 0.87855 -0.98460
H57 5.46431 1.00671 -1.63952
H58 4.13258 -1.60646 -0.95798
H59 5.72997 -1.02650 -1.41124
H60 5.00700 -2.32466 -2.37814
C28 2.83053 6.87696 -3.53577
C29 1.68126 5.86061 -3.69394
C30 0.87107 6.13952 -4.95180
N4 -0.35330 5.31713 -5.10018
C31 -1.20095 5.84667 -6.24796
C32 -2.29080 4.87054 -6.69495
C33 -1.82421 3.45339 -6.84515
C34 -1.13599 2.97587 -5.57407
C35 0.10489 3.86476 -5.27003
C36 -1.26343 5.51225 -3.89667
H61 3.46552 6.79411 -4.41009
H62 3.35130 6.64482 -2.58955
H63 2.41372 7.85739 -3.38200
H64 1.07985 5.93154 -2.84727
H65 2.09870 4.85252 -3.73324
H66 1.44684 5.85809 -5.85382
H67 0.58997 7.21443 -4.97320
H68 -0.54770 6.08062 -7.09856
H69 -1.64700 6.75541 -5.87885
H70 -2.62033 5.14238 -7.70093
H71 -3.21297 4.93925 -6.11641
H72 -1.24843 3.43053 -7.76464
H73 -2.73620 2.86496 -6.99699
H74 -0.89798 1.92714 -5.69338
H75 -1.84720 3.03522 -4.74248
H76 0.86992 3.82435 -6.02768
H77 0.63995 3.63608 -4.32770
H78 -2.19043 5.06226 -4.19491
H79 -1.27625 6.56316 -3.58832
H80 -0.88314 5.00894 -3.03207
C37 -0.57694 3.48609 3.39235
C38 -1.58437 3.55432 4.52306
C39 -2.91529 4.32502 4.22555
C40 -3.90616 3.45474 3.40599
C41 -4.32131 2.27873 4.29527
C42 -3.16102 1.27975 4.35371
N5 -1.92394 2.03450 4.76023
O1 -1.02750 1.35468 5.38172
C43 -2.85733 0.53999 3.08715
C44 -3.43599 0.28067 5.53356
C45 -0.99983 4.01453 5.83916
H81 -0.26562 4.55268 3.19228
H82 -0.90470 3.07019 2.43363
H83 0.31693 2.98469 3.74920
H84 -2.78664 5.26949 3.79290
H85 -3.34556 4.51477 5.24405
H86 -3.51111 3.19761 2.43888
H87 -4.82265 4.03647 3.22797
H88 -5.22439 1.77415 4.00931
H89 -4.47113 2.56643 5.33668
H90 -3.68633 -0.11359 2.82426
H91 -2.04396 -0.17156 3.20122
H92 -2.69155 1.12064 2.19146
H93 -3.76688 0.78236 6.41210
H94 -2.62892 -0.48157 5.70185
H95 -4.36090 -0.26940 5.29525
H96 -0.06836 3.45918 6.05183
H97 -1.68484 3.82374 6.68177
H98 -0.81692 5.09989 5.77929
C46 3.73007 -2.00546 4.36495
C47 3.95817 -1.29961 5.69954
C48 2.78436 -0.45458 6.22508
C49 1.55733 -1.27336 6.59966
C50 2.05606 -2.15004 7.76083
C51 3.14832 -3.15337 7.35471
N6 4.26458 -2.35590 6.74531
O2 5.46808 -2.76814 6.92339
C52 2.70657 -4.17642 6.31489
C53 3.78305 -3.85587 8.52152
C54 5.19538 -0.47580 5.53794
H99 4.57124 -2.58858 4.02047
H100 3.66252 -1.17285 3.65396
H101 2.87290 -2.65043 4.21264
H102 2.61104 0.31807 5.47175
H103 3.11193 0.06387 7.18649
H104 1.15910 -1.96948 5.82879
H105 0.67667 -0.65695 6.81913
H106 1.27263 -2.71668 8.19171
H107 2.36402 -1.48558 8.57009
H108 2.13643 -4.88902 6.87956
H109 3.51280 -4.77614 5.93960
H110 2.13756 -3.78737 5.48526
H111 3.09798 -4.46560 9.08240
H112 4.25965 -3.18633 9.19541
H113 4.58209 -4.51191 8.13132
H114 6.06466 -0.99301 5.23999
H115 5.48790 0.02481 6.49194
H116 5.05827 0.29727 4.77335
N7 1.00467 0.27845 0.11688
S1 1.25929 0.54656 1.66808
O3 0.48991 -0.20310 2.62281
O4 1.43105 1.90121 2.01781
F1 2.71388 -0.00032 1.85454
S2 -0.18251 1.09198 -0.52855
O5 -0.73494 1.99662 0.36981
O6 -0.97038 0.20739 -1.26348
F2 0.47379 1.93427 -1.71176
N8 -4.17486 4.04231 -3.35577
S3 -5.23660 3.15248 -4.07675
O7 -6.09400 2.24243 -3.29238
O8 -4.63257 2.60177 -5.24355
F3 -6.22704 4.23947 -4.63658
S4 -3.44564 3.48570 -2.04544
O9 -2.18738 2.81277 -2.15780
O10 -4.44227 3.08390 -1.11518
F4 -2.85856 4.94834 -1.59671
C55 6.24477 0.32310 1.57168
F5 7.06634 1.27832 1.24378
F6 5.59637 0.61017 2.71426
F7 5.42120 0.19081 0.57406
S5 7.16564 -1.28707 1.80040
O11 7.89057 -1.41625 0.59578
O12 7.84163 -1.11692 3.02580
O13 5.97804 -2.23801 1.88808



No. 2
DFT (wB97M-V/def2-TZVPD) results for a cluster of 10 separate species, C31H48N10O15 in total in a non-equilibrium geometry.

Values from the calculation:
* energy relative to the best compared isomer or geometry (same formula, charge and spin): 0.0 kcal/mol
* Kohn-Sham gap: 6.127 eV
* net charge: -2
* E: -78540.576 eV
* multiplicity: 1
* HOMO level: -0.087 hartree

Atoms and positions in Å:
O1 -2.23986 -0.62880 -1.70521
C1 -0.96302 -0.75121 -1.08572
C2 -0.32278 0.52282 -0.50006
O2 -0.39192 0.79004 0.93625
H1 -0.25225 -1.32628 -1.67919
H2 -1.15566 -1.46645 -0.28609
H3 -0.75095 1.38730 -1.00746
H4 0.69953 0.73244 -0.81480
C3 1.70770 0.44978 3.73430
C4 1.96342 0.20006 5.05890
C5 3.34938 0.01741 5.46230
C6 4.33956 -0.11022 4.52927
C7 3.96657 -0.11508 3.21448
C8 2.69826 0.30249 2.86597
O3 2.37353 0.52638 1.53799
O4 3.78251 0.04359 6.73894
H5 0.71687 0.53683 3.31349
H6 1.21233 -0.12747 5.76244
H7 5.33350 -0.44312 4.78943
H8 4.69653 -0.37737 2.46298
H9 1.43081 0.64138 1.39778
H10 3.23221 0.55854 7.33360
C9 3.58550 3.61900 -1.36961
C10 2.50422 3.07752 -0.64944
C11 1.68639 3.80197 0.15564
C12 1.90464 5.19594 0.24544
C13 2.96947 5.74235 -0.48622
C14 3.71463 5.02014 -1.35009
O5 4.65299 5.63067 -2.17758
O6 0.72737 3.30202 0.96748
H11 4.06135 2.97156 -2.09126
H12 2.39563 2.00340 -0.67879
H13 1.33385 5.80110 0.93419
H14 3.05791 6.81641 -0.41580
H15 4.69452 6.58399 -2.28277
H16 0.51849 2.38039 0.79851
C15 2.88404 -2.77594 -2.24370
C16 3.75033 -2.73650 -3.34184
C17 4.89824 -1.89904 -3.25786
C18 5.10734 -0.93600 -2.27512
C19 4.18294 -0.97174 -1.23810
C20 3.07264 -1.86541 -1.24076
O7 2.19169 -1.74654 -0.18185
O8 5.92401 -2.08138 -4.16416
H17 2.13099 -3.52835 -2.06146
H18 3.82148 -3.48772 -4.11451
H19 5.90155 -0.20418 -2.26779
H20 4.41338 -0.35538 -0.38173
H21 2.53520 -1.23857 0.55678
H22 6.54350 -1.37062 -4.34491
C21 -3.23238 -0.32009 4.83645
C22 -3.58286 -1.42076 5.63856
C23 -2.71950 -2.51077 5.68429
C24 -1.59005 -2.59807 4.85344
C25 -1.32615 -1.52339 3.98426
C26 -2.09430 -0.37655 4.02336
O9 -1.84834 0.80324 3.36699
O10 -2.86837 -3.47330 6.71073
H23 -3.71655 0.64131 4.92410
H24 -4.43589 -1.36758 6.29881
H25 -0.84449 -3.37943 4.84765
H26 -0.45566 -1.45149 3.34908
H27 -1.17366 0.80556 2.68405
H28 -3.54995 -3.18147 7.32057
C27 -3.60013 2.73800 -2.18372
O11 -3.39004 2.84653 -0.95966
N1 -3.66384 3.82303 -2.90137
N2 -3.48556 1.67289 -2.89322
H29 -3.49653 4.65631 -2.35571
H30 -3.85567 3.74075 -3.88957
H31 -3.57620 1.52031 -3.88750
H32 -2.94703 0.97367 -2.40211
C28 -0.32871 4.08577 -3.14071
O12 -0.67135 4.83836 -4.00330
N3 -0.49538 4.44715 -1.87255
N4 0.23536 2.91591 -3.36371
H33 -0.37243 3.69069 -1.21470
H34 -1.05952 5.28022 -1.78403
H35 0.49442 2.40823 -2.52990
H36 0.20816 2.59985 -4.32261
C29 -1.75715 -1.89479 -5.32724
O13 -1.77778 -2.19172 -6.50124
N5 -2.01716 -0.72728 -4.82798
N6 -1.10816 -2.70384 -4.44323
H37 -2.34556 0.03144 -5.40815
H38 -2.27383 -0.59300 -3.86040
H39 -0.93924 -3.66914 -4.68772
H40 -1.17363 -2.36558 -3.49381
C30 -3.56302 -4.06095 -1.81450
O14 -4.22949 -5.05832 -1.67960
N7 -4.06246 -2.82508 -1.98788
N8 -2.27815 -4.00492 -1.66824
H41 -5.06383 -2.70172 -2.03404
H42 -3.42052 -2.05478 -1.86678
H43 -1.83012 -3.10361 -1.58450
H44 -1.87738 -4.88944 -1.39055
C31 -3.67043 -3.05454 1.81418
O15 -4.17655 -1.99411 1.77880
N9 -4.20534 -4.11291 2.35532
N10 -2.49098 -3.29716 1.38089
H45 -5.08430 -4.16103 2.85052
H46 -3.72087 -4.97736 2.16011
H47 -2.13710 -2.44145 0.97763
H48 -1.94487 -4.14572 1.33812



No. 3
DFT (wB97M-V/def2-TZVPD) results for the ion C5H11N3 with charge +2 in a non-equilibrium geometry.

Values from the calculation:
* energy relative to the best compared isomer or geometry (same formula, charge and spin): 151.2 kcal/mol
* Kohn-Sham gap: 11.016 eV
* net charge: +2
* E: -9811.388 eV
* SMILES string: C1=C[N@H+]2CNC[N@H+]2C1
* multiplicity: 1
* HOMO level: -0.714 hartree

Atoms and positions in Å:
C1 1.15580 -1.03232 -1.47364
C2 0.46878 -1.61585 -0.49508
C3 0.76825 0.44366 -1.50189
C4 -0.60940 -0.44279 1.65046
C5 -0.32703 1.52040 0.66968
N1 0.11950 0.71133 1.64952
N2 -0.59650 -0.80600 0.03565
N3 -0.55879 0.45583 -0.62492
H1 1.96033 -1.32678 -2.10803
H2 0.49505 -2.67076 -0.12228
H3 1.31950 1.16500 -0.90147
H4 0.60481 0.74301 -2.56939
H5 -0.29072 -1.20572 2.22642
H6 -1.59871 -0.42775 1.91741
H7 -1.25461 1.96218 0.75586
H8 0.16996 2.43277 0.39761
H9 1.05400 0.58750 1.98467
H10 -1.71531 -1.28903 -0.16545
H11 -1.16491 0.79531 -1.32514



What is the formula in the first record?
C55H116F7N8O13S5



net charge of number 2 (C31H48N10O15)?
-2



Number 3 is which compound?
C5H11N3